Molecular formula: C7H15N3OPS
Method: DFT, ωB97M-V with the def2-TZVPD basis set

Its gap between HOMO and LUMO is 8.0889 eV. The energy above the lowest of the compared OMol25 structures with the same formula, charge and spin is 0.0 kcal/mol. The value obtained for the max |F| is 4.995 eV/A.

The geometry in ORCA input format:
```
! RIJCOSX wB97M-V def2-TZVPD def2/J DEFGRID3
* xyz 1 1
C 3.07537 0.85528 -0.34440
C 1.80440 1.66759 -0.62217
C 2.85482 -0.60559 -0.83719
C 0.57387 1.06310 0.10427
C 1.56572 -1.19604 -0.22934
C 0.37580 -0.32064 -0.45520
C -2.86675 -2.10804 1.37719
N -3.93683 3.06120 0.46656
N -3.62418 0.81946 0.19989
N -3.72846 1.90883 0.51927
O -0.66695 -1.02042 0.30225
P -1.72368 -2.11553 -0.05922
S -1.66054 -3.14136 -1.64466
H 4.05891 1.25643 -0.90247
H 3.29151 0.73190 0.70357
H 1.87616 2.56244 0.07142
H 1.57936 1.81808 -1.67992
H 2.68527 -0.47576 -1.91474
H 3.75646 -1.19459 -0.64490
H 0.87482 0.90403 1.16877
H -0.28877 1.70628 -0.01852
H 1.57163 -2.10072 -0.81738
H 1.79819 -1.11276 0.82194
H 0.13805 -0.12151 -1.53064
H -3.01790 -1.06096 1.74674
H -3.82939 -2.51344 0.87148
H -2.61864 -2.88258 1.99503
H -3.91824 3.61533 1.35238
*
```


Molecular formula: C3H6N2O
Method: DFT, ωB97M-V with the def2-TZVPD basis set

Its gap between HOMO and LUMO (spin up / spin down) is 7.6312 / 7.6096 eV. The energy above the lowest of the compared OMol25 structures with the same formula, charge and spin is 168.4 kcal/mol. The value obtained for the max |F| is 2.360 eV/A.

The geometry in ORCA input format:
```
! RIJCOSX wB97M-V def2-TZVPD def2/J DEFGRID3
* xyz 0 1
N 1.71998 -0.33931 0.11180
C 0.55120 0.15093 -0.39417
C -0.60733 -0.63014 -0.90640
O -1.57959 0.18657 -0.41670
C -0.57818 0.93855 0.32035
N -0.72137 1.77958 1.22243
H 2.21639 0.41027 0.59930
H 0.85985 -1.70303 0.78023
H 0.66727 0.65272 -1.40358
H -0.80649 -1.20982 -1.79416
H -0.02088 -2.18090 0.41544
H -1.70086 1.94459 1.46545
*
```


Molecular formula: FHO2SSr
Method: DFT, ωB97M-V with the def2-TZVPD basis set

Its gap between HOMO and LUMO is 6.0400 eV. The value obtained for the max |F| is 1.937 eV/A.

The geometry in ORCA input format:
```
! RIJCOSX wB97M-V def2-TZVPD def2/J DEFGRID3
* xyz 0 1
S 1.17341 0.58272 -0.63968
F -3.58119 -0.11067 -0.01055
O 1.59123 1.81869 0.17280
Sr -1.55731 0.11553 0.02415
O 1.11522 -0.78201 0.44998
H 1.25864 -1.62425 0.00330
*
```